(1)
Density functional theory data (ωB97M-V/def2-TZVPD) for a 2-piece molecular cluster, C3H9PS overall in a non-equilibrium geometry.

Bonds (Å) are listed after each position.
Atoms and positions in Å:
1 C 1.211 2.013 -0.754  H6 1.056, H7 1.111, H8 1.082
2 C -0.308 -0.823 1.711  P4 1.827, H9 1.102, H10 1.101, H11 1.056
3 C -0.245 -1.156 -1.142  P4 1.844, H12 1.160, H13 1.042, H14 0.987
4 P -0.668 0.077 0.162  C2 1.827, C3 1.844, S5 1.951
5 S -2.590 0.408 0.158  P4 1.951
6 H 1.060 1.608 -1.718  C1 1.056
7 H 0.879 3.060 -0.587  C1 1.111
8 H 2.013 1.578 -0.172  C1 1.082
9 H 0.746 -0.894 2.025  C2 1.102
10 H -0.816 -0.209 2.470  C2 1.101
11 H -1.023 -1.589 1.838  C2 1.056
12 H 0.456 -0.521 -1.812  C3 1.160
13 H 0.290 -1.901 -0.648  C3 1.042
14 H -1.005 -1.653 -1.531  C3 0.987

Properties
E_tot, eV: -23378.0443
Frontier orbital gap (spin up / spin down), eV: 7.114 / 7.754
LUMO level (spin up / spin down), eV: -1.15 / -0.30
E_HOMO (spin up / spin down), eV: -8.26 / -8.05
Relative energy (zero: lowest compared OMol25 entry of this formula, charge and spin), eV: 2.9492

Here are the natural (NBO) charges for atoms 1 to 6, given in e: number 1, C, carries -0.569; number 2, C, carries -1.005; number 3, C, carries -0.932; number 4, P, carries 1.000; number 5, S, carries -0.514; number 6, H, carries 0.173

(2)
Density functional theory data (ωB97M-V/def2-TZVPD) for an isolated ion of composition C4H8N3 and charge +1 in a non-equilibrium geometry.

Bonds (Å) are listed after each position.
Atoms and positions in Å:
1 C -2.240 -0.823 -0.006  N5 1.283, N6 1.378, H8 1.081
2 C -1.155 0.949 -0.341  N5 1.337, N7 1.358, H9 1.110
3 C 1.953 0.046 -0.729  C4 1.522, H10 1.074, H11 1.094, H12 1.104
4 C 1.085 0.278 0.500  C3 1.522, N7 1.376, H13 1.099, H14 1.123
5 N -2.355 0.370 -0.465  C1 1.283, C2 1.337
6 N -0.992 -1.074 0.521  C1 1.378, N7 1.458, H15 0.963
7 N -0.282 0.190 0.371  C2 1.358, C4 1.376, N6 1.458
8 H -3.053 -1.453 0.325  C1 1.081
9 H -1.081 2.056 -0.379  C2 1.110
10 H 1.627 -0.908 -1.099  C3 1.074
11 H 2.966 0.303 -0.405  C3 1.094
12 H 1.504 0.846 -1.343  C3 1.104
13 H 1.250 1.355 0.645  C4 1.099
14 H 1.425 -0.301 1.400  C4 1.123
15 H -0.652 -1.834 1.006  N6 0.963

Properties
E_tot, eV: -8739.4530
Frontier orbital gap, eV: 10.875
LUMO level, eV: -4.90
Net charge: +1
E_HOMO, eV: -15.77
Structure (SMILES): CC[n+]1cnc[nH]1
Relative energy (zero: lowest compared OMol25 entry of this formula, charge and spin), eV: 3.3288

Here are the natural (NBO) charges for atoms 1 to 6, given in e: number 1, C, carries 0.286; number 2, C, carries 0.272; number 3, C, carries -0.588; number 4, C, carries -0.246; number 5, N, carries -0.408; number 6, N, carries -0.332

(3)
Density functional theory data (ωB97M-V/def2-TZVPD) for a 5-piece molecular cluster, C29H46BBr2ClNO13PS overall in a non-equilibrium geometry.

Bonds (Å) are listed after each position.
Atoms and positions in Å:
1 C -0.201 3.490 2.318  O2 1.432, H26 1.093, H27 1.096, H28 1.092
2 O -0.421 2.561 1.251  C1 1.432, B3 1.374
3 B -1.690 2.433 0.741  O2 1.374, O4 1.349, C5 1.653
4 O -2.241 3.360 -0.068  B3 1.349, H29 0.974
5 C -2.582 1.138 1.250  B3 1.653, Br6 1.957, N7 1.472, C16 1.566
6 Br -4.362 1.909 1.507  C5 1.957
7 N -2.037 0.746 2.560  C5 1.472, C8 1.372, H30 1.011
8 C -1.343 -0.438 2.520  N7 1.372, O9 1.200, C10 1.547
9 O -0.867 -0.993 3.471  C8 1.200
10 C -1.256 -0.879 1.040  C8 1.547, Cl11 1.776, C12 1.563, C16 1.567
11 Cl -1.290 -2.653 0.961  C10 1.776
12 C 0.052 -0.268 0.444  C10 1.563, C13 1.525, H31 1.094, H32 1.096
13 C 1.240 -1.167 0.112  C12 1.525, C14 1.536, Br15 1.964, H33 1.089
14 C 1.800 -2.014 1.265  C13 1.536, H34 1.091, H35 1.091, H36 1.094
15 Br 0.914 -2.214 -1.517  C13 1.964
16 C -2.576 -0.234 0.493  C5 1.566, C10 1.567, C17 1.566, P24 1.871
17 C -3.847 -1.100 0.788  C16 1.566, C18 1.541, H37 1.096, H38 1.094
18 C -4.347 -1.377 2.218  C17 1.541, C19 1.528, H39 1.089, H40 1.096
19 C -3.815 -2.615 2.939  C18 1.528, O20 1.444, H41 1.089, H42 1.094
20 O -4.510 -2.724 4.201  C19 1.444, C21 1.373
21 C -3.735 -2.472 5.306  O20 1.373, C22 1.510, O23 1.182
22 C -3.873 -1.082 5.880  C21 1.510, H43 1.090, H44 1.094, H45 1.093
23 O -3.043 -3.304 5.781  C21 1.182
24 P -2.517 -0.248 -1.377  C16 1.871, S25 1.944, H46 1.403, H47 1.400
25 S -1.885 1.271 -2.413  P24 1.944
26 H 0.115 2.943 3.210  C1 1.093
27 H -1.106 4.057 2.564  C1 1.096
28 H 0.583 4.191 2.023  C1 1.092
29 H -2.006 4.285 0.126  O4 0.974
30 H -2.584 0.904 3.396  N7 1.011
31 H 0.427 0.456 1.173  C12 1.094
32 H -0.172 0.323 -0.452  C12 1.096
33 H 2.014 -0.487 -0.241  C13 1.089
34 H 1.793 -3.079 1.028  C14 1.091
35 H 1.224 -1.877 2.182  C14 1.091
36 H 2.839 -1.728 1.452  C14 1.094
37 H -3.747 -2.052 0.254  C17 1.096
38 H -4.656 -0.562 0.285  C17 1.094
39 H -4.242 -0.510 2.868  C18 1.089
40 H -5.429 -1.537 2.135  C18 1.096
41 H -2.744 -2.599 3.132  C19 1.089
42 H -4.054 -3.520 2.374  C19 1.094
43 H -4.393 -0.399 5.210  C22 1.090
44 H -4.433 -1.148 6.817  C22 1.094
45 H -2.874 -0.710 6.119  C22 1.093
46 H -1.776 -1.423 -1.569  P24 1.403
47 H -3.816 -0.641 -1.719  P24 1.400
48 O -2.659 5.989 -0.117  C49 1.206
49 C -3.653 5.657 -0.713  O48 1.206, O50 1.343, C53 1.511
50 O -4.769 5.286 -0.066  C49 1.343, C51 1.439
51 C -5.758 4.814 -0.999  O50 1.439, C52 1.525, H54 1.092, H55 1.087
52 C -5.380 5.453 -2.332  C51 1.525, C53 1.526, H56 1.087, H57 1.091
53 C -3.861 5.539 -2.205  C49 1.511, C52 1.526, H58 1.093, H59 1.087
54 H -5.695 3.725 -1.034  C51 1.092
55 H -6.737 5.106 -0.628  C51 1.087
56 H -5.725 4.877 -3.187  C52 1.087
57 H -5.806 6.454 -2.400  C52 1.091
58 H -3.365 4.620 -2.529  C53 1.093
59 H -3.412 6.386 -2.717  C53 1.087
60 O 2.683 1.084 -1.808  C61 1.201
61 C 2.431 0.925 -2.971  O60 1.201, O62 1.351, C65 1.511
62 O 3.177 0.111 -3.750  C61 1.351, C63 1.440
63 C 2.726 0.173 -5.116  O62 1.440, C64 1.525, H66 1.092, H67 1.087
64 C 1.284 0.663 -5.032  C63 1.525, C65 1.527, H68 1.088, H69 1.091
65 C 1.328 1.553 -3.792  C61 1.511, C64 1.527, H70 1.092, H71 1.087
66 H 3.371 0.869 -5.657  C63 1.092
67 H 2.831 -0.819 -5.548  C63 1.087
68 H 0.957 1.170 -5.937  C64 1.088
69 H 0.616 -0.180 -4.851  C64 1.091
70 H 1.623 2.579 -4.023  C65 1.092
71 H 0.402 1.564 -3.223  C65 1.087
72 O 1.209 -6.106 -0.895  C73 1.194
73 C 2.141 -6.254 -0.164  O72 1.194, O74 1.358, C77 1.518
74 O 2.233 -5.605 1.025  C73 1.358, C75 1.436
75 C 3.494 -5.878 1.654  O74 1.436, C76 1.526, H78 1.093, H79 1.087
76 C 3.969 -7.193 1.042  C75 1.526, C77 1.526, H80 1.088, H81 1.091
77 C 3.377 -7.112 -0.362  C73 1.518, C76 1.526, H82 1.092, H83 1.087
78 H 4.174 -5.052 1.433  C75 1.093
79 H 3.332 -5.925 2.728  C75 1.087
80 H 5.051 -7.304 1.069  C76 1.088
81 H 3.527 -8.031 1.582  C76 1.091
82 H 4.036 -6.592 -1.061  C77 1.092
83 H 3.100 -8.072 -0.789  C77 1.087
84 O 9.353 1.802 -2.150  C85 1.196
85 C 8.165 1.697 -2.048  O84 1.196, O86 1.354, C89 1.518
86 O 7.417 1.036 -2.963  C85 1.354, C87 1.440
87 C 6.016 1.146 -2.645  O86 1.440, C88 1.524, H90 1.093, H91 1.085
88 C 5.968 1.460 -1.154  C87 1.524, C89 1.526, H92 1.087, H93 1.091
89 C 7.259 2.250 -0.962  C85 1.518, C88 1.526, H94 1.092, H95 1.087
90 H 5.591 1.952 -3.249  C87 1.093
91 H 5.526 0.214 -2.907  C87 1.085
92 H 5.061 1.986 -0.869  C88 1.087
93 H 6.012 0.531 -0.584  C88 1.091
94 H 7.125 3.317 -1.150  C89 1.092
95 H 7.725 2.122 0.012  C89 1.087

Properties
E_tot, eV: -232338.3656
Frontier orbital gap, eV: 9.257
LUMO level, eV: 0.16
E_HOMO, eV: -9.09
Structure (SMILES): COB(O)[C@]1(Br)NC(=O)[C@](Cl)(C[C@@H](C)Br)[C@]1(CCCOC(C)=O)[PH2]=S.O=C1CCCO1.O=C1CCCO1.O=C1CCCO1.O=C1CCCO1

Here are the Löwdin charges for atoms 1 to 6, given in e: number 1, C, carries -0.036; number 2, O, carries 0.000; number 3, B, carries -0.793; number 4, O, carries 0.091; number 5, C, carries -0.572; number 6, Br, carries 0.921

Q: Which value of E_tot does entry 1 give?
A: -23378.0443 eV